Record 1
The following is a quantum chemistry calculation of C32H30BrF5HfN5O5S3 as an isolated structure, from OMol25.

Each line ends with the Löwdin charge.
Atoms and positions in Å:
1 Hf 0.7025 -0.3550 -0.1808  1.3711
2 C 2.5498 -1.5184 -5.6488  -0.4444
3 S 1.4440 -0.2225 -5.0789  0.8403
4 C 2.0492 0.0865 -3.4562  -1.1715
5 S 3.2518 -0.7732 -2.7061  0.6135
6 N 1.4783 1.1807 -2.8988  -0.1011
7 N 1.6454 1.1815 -1.5762  -0.2117
8 C 1.9615 2.2830 -0.9576  -0.1033
9 C 2.4614 2.1145 0.3955  -0.2693
10 C 2.9890 3.1577 1.1531  -0.0174
11 C 3.6188 2.8486 2.3463  -0.0537
12 C 3.7145 1.5238 2.7525  -0.0341
13 C 3.1165 0.5455 1.9722  -0.1342
14 N 2.4853 0.8401 0.8389  -0.0110
15 H 2.2755 -1.7101 -6.6876  0.0257
16 H 2.4235 -2.4211 -5.0581  0.0257
17 H 3.5877 -1.1986 -5.5915  0.0213
18 H 2.1171 3.1990 -1.5180  0.1356
19 H 2.9246 4.1749 0.7907  0.1141
20 H 4.0477 3.6373 2.9520  0.1081
21 H 4.2236 1.2454 3.6639  0.1091
22 H 3.1302 -0.5079 2.2341  0.0747
23 C -0.9829 3.3574 1.1653  0.0275
24 C -0.5417 2.3093 2.1169  -0.3273
25 N -0.0718 1.1197 1.8014  0.1077
26 C 0.1247 0.4525 2.9741  -0.1448
27 C -0.2007 1.2544 4.0327  -0.0799
28 N -0.6374 2.4225 3.4602  0.1944
29 C -0.1772 1.1023 5.5046  -0.4912
30 O 0.3113 -0.0220 5.9717  0.1371
31 O -0.5473 2.0154 6.2101  0.0909
32 C 0.5682 -0.9630 2.8804  -0.5442
33 O 0.7523 -1.6369 3.8941  0.0835
34 O 0.7263 -1.3386 1.6709  -0.2492
35 H -0.5181 3.1840 0.1971  0.0466
36 H -0.7173 4.3533 1.5213  0.0880
37 H -2.0651 3.3055 1.0233  0.0993
38 H -0.9712 3.2068 3.9969  0.1720
39 H 0.6360 -0.6326 5.2333  0.0884
40 C -1.3230 0.8400 -3.7136  -0.1000
41 C -1.8616 2.0190 -2.9068  -0.3532
42 C -0.8046 2.9989 -2.4030  -0.0818
43 C -2.8134 1.5557 -1.8164  -0.1317
44 C -4.1267 1.9941 -1.9419  -0.0578
45 C -5.1285 1.5844 -1.0845  -0.1002
46 C -4.7923 0.6694 -0.1115  -0.0678
47 C -3.4928 0.1892 0.0759  -0.1070
48 C -3.4159 -0.8306 1.2153  -0.3598
49 C -3.2950 -0.1222 2.5666  -0.0428
50 C -2.3951 -1.9425 1.0558  -0.0723
51 C -2.4552 0.6849 -0.7553  -0.2232
52 O -1.1527 0.3904 -0.5476  -0.3186
53 H -0.6718 1.1910 -4.5162  0.0290
54 H -2.1584 0.2953 -4.1605  0.0904
55 H -0.7631 0.1344 -3.1056  0.0052
56 H -2.4856 2.5936 -3.5985  0.1167
57 H -0.2762 2.5963 -1.5423  0.0050
58 H -1.2836 3.9352 -2.1005  0.0832
59 H -0.0617 3.2094 -3.1724  0.0749
60 H -4.3600 2.6710 -2.7560  0.1048
61 H -6.1457 1.9382 -1.1964  0.0938
62 H -5.5652 0.2878 0.5473  0.1080
63 H -4.3996 -1.3083 1.2100  0.1215
64 H -2.4146 0.5156 2.5936  0.0513
65 H -3.2144 -0.8468 3.3813  0.0859
66 H -4.1657 0.5102 2.7528  0.0782
67 H -1.3968 -1.5271 1.0878  0.0085
68 H -2.5000 -2.4541 0.1004  0.0638
69 H -2.4779 -2.6712 1.8643  0.0930
70 Br 0.0089 -2.3421 -1.6418  0.2298
71 F 1.5445 -7.6905 -1.2785  0.1030
72 C 1.9036 -6.4505 -0.9330  -0.1553
73 C 2.9134 -5.7959 -1.6125  -0.1529
74 F 3.5379 -6.4155 -2.6233  0.0987
75 C 3.2741 -4.5126 -1.2461  -0.2602
76 F 4.2641 -3.9518 -1.9421  0.0584
77 C 2.6574 -3.8170 -0.2001  -0.5920
78 S 3.1326 -2.1803 0.1764  0.5460
79 C 1.6620 -4.5261 0.4728  -0.2879
80 F 1.0245 -3.9790 1.5036  0.0830
81 C 1.2806 -5.8068 0.1175  -0.1558
82 F 0.3073 -6.4348 0.7900  0.1021

Calculated values
total charge = -1
calculated total energy = -6203.642052 Eh
HOMO level = -4.39 eV
molar mass = 1014.2 u
strongest force on any atom = 0.998 eV/Å
energy relative to the best compared isomer or geometry (same formula, charge and spin) = 213.7 kJ/mol
multiplicity = 1



Record 2
The following is a quantum chemistry calculation of a 2-piece molecular cluster, C32H30F2N overall, from OMol25.

Each line ends with the Löwdin charge.
Atoms and positions in Å:
1 F -2.6538 5.7327 -3.3801  0.0652
2 C -2.5152 4.4590 -2.8707  -0.2025
3 C -3.6189 3.6023 -2.8909  0.0757
4 C -3.4438 2.3153 -2.3448  -0.0187
5 C -2.2365 1.9299 -1.7855  0.0224
6 C -1.1078 2.7981 -1.7591  -0.1464
7 C 0.1498 2.3240 -1.2686  0.1885
8 C 1.3707 2.8951 -1.7554  -0.1743
9 C 2.3708 2.0943 -2.3740  0.0150
10 C 3.4998 2.6621 -2.9464  -0.0264
11 C 3.7228 4.0417 -2.8762  0.0466
12 C 2.7637 4.8254 -2.2328  -0.2150
13 F 2.9934 6.1743 -2.0983  0.0624
14 C 1.6206 4.2968 -1.6642  0.0437
15 C -1.3002 4.1078 -2.3155  0.0938
16 H -4.5736 3.9487 -3.2828  0.1415
17 H -4.2864 1.6212 -2.3419  0.1228
18 H -2.1213 0.9429 -1.3344  0.0849
19 H 0.1737 1.4826 -0.5714  0.1358
20 H 2.2270 1.0114 -2.3670  0.0878
21 H 4.2262 2.0123 -3.4355  0.1262
22 H 4.6273 4.4932 -3.2638  0.1336
23 H 0.9491 4.9471 -1.1156  0.1319
24 H -0.5236 4.8585 -2.2949  0.1118
25 C 3.9279 -2.1749 -1.4912  -0.0847
26 C 2.7759 -1.4999 -1.9196  -0.1002
27 C 1.8493 -1.0503 -0.9775  -0.1112
28 C 2.0977 -1.1505 0.4135  -0.2322
29 C 1.1211 -0.7323 1.4186  -0.0248
30 C -0.1281 -1.3137 1.5405  -0.1850
31 N -0.7117 -1.5804 2.7687  -0.0601
32 C 0.0808 -1.4397 4.0008  -0.1503
33 C -0.7646 -1.4479 5.2861  -0.1829
34 C -1.7468 -2.6126 5.3532  -0.2048
35 C -2.5700 -2.6711 4.0647  -0.1828
36 C -1.6963 -2.6676 2.8162  -0.1599
37 C -0.8805 -1.7230 0.3183  -0.2013
38 C -0.3971 -2.7242 -0.5379  -0.0354
39 C -1.0656 -3.0238 -1.7273  -0.0536
40 C -2.2671 -2.3739 -2.0286  -0.0725
41 C -2.8157 -1.4612 -1.1218  -0.0992
42 C -2.1005 -1.0970 0.0205  -0.0755
43 C 3.3173 -1.7542 0.8193  -0.0301
44 C 4.1854 -2.3050 -0.1168  -0.0783
45 H 4.6180 -2.5953 -2.2270  0.1044
46 H 2.5917 -1.3570 -2.9905  0.1089
47 H 0.9010 -0.6205 -1.3165  0.0977
48 H 1.5270 -0.1766 2.2656  0.0953
49 H 0.8047 -2.2702 4.0860  0.1376
50 H 0.6472 -0.5053 3.9806  0.1075
51 H -0.0856 -1.4813 6.1468  0.1154
52 H -1.3147 -0.5021 5.3746  0.1159
53 H -1.1960 -3.5541 5.4959  0.1171
54 H -2.4273 -2.4796 6.2043  0.1137
55 H -3.2001 -3.5706 4.0429  0.1180
56 H -3.2561 -1.8132 4.0364  0.1177
57 H -2.3692 -2.6097 1.9568  0.1102
58 H -1.1839 -3.6483 2.7634  0.1394
59 H 0.5253 -3.2549 -0.2820  0.1344
60 H -0.6377 -3.7554 -2.4182  0.1155
61 H -2.8031 -2.5998 -2.9509  0.1075
62 H -3.7839 -0.9927 -1.3157  0.1059
63 H -2.4535 -0.3011 0.6850  0.1297
64 H 3.5074 -1.8333 1.8967  0.1176
65 H 5.0638 -2.8523 0.2360  0.1092

Calculated values
total charge = +1
calculated total energy = -1491.543118 Eh
HOMO level = -9.61 eV
molar mass = 466.6 u
strongest force on any atom = 1.923 eV/Å
energy relative to the best compared isomer or geometry (same formula, charge and spin) = 13.2 kJ/mol
multiplicity = 1



Record 3
The following is a quantum chemistry calculation of C32H30IrN10PS2SbSe4 as an isolated structure, from OMol25.

Each line ends with the Löwdin charge.
Atoms and positions in Å:
1 Ir 1.6993 0.0980 -0.0825  0.6909
2 N 2.2979 1.7602 3.8495  0.0507
3 C 2.0055 2.0705 2.5772  -0.1049
4 N 1.9585 0.9670 1.8685  -0.0483
5 C 2.2477 -0.0237 2.7655  -0.3313
6 N 2.4543 0.4436 3.9784  0.1464
7 C 2.3984 -1.3739 2.2971  -0.2339
8 C 2.8964 -2.4061 3.0887  -0.0465
9 N 3.0994 -3.6200 2.6162  0.1137
10 C 2.8881 -3.7959 1.3199  -0.1745
11 C 2.4189 -2.7812 0.5033  -0.2838
12 N 2.1303 -1.5635 0.9784  -0.1966
13 H 2.4381 2.3718 4.6424  0.1727
14 H 1.8611 3.0658 2.2098  0.1412
15 H 3.1442 -2.2173 4.1230  0.1250
16 H 3.1017 -4.7752 0.9161  0.0994
17 H 2.2724 -2.9457 -0.5551  0.0056
18 S 4.8624 2.1362 -3.9864  0.9869
19 C 5.8838 3.1519 -4.8962  -0.3777
20 C 5.4189 4.4310 -4.9585  -0.1737
21 C 4.2079 4.6051 -4.2704  -0.1107
22 C 3.7657 3.4484 -3.6742  -0.4668
23 C 2.5893 3.2308 -2.8752  -0.1773
24 C 2.5482 2.1401 -1.9873  -0.1422
25 N 1.5373 1.8408 -1.1959  -0.1043
26 C 0.4322 2.6247 -1.2520  -0.1397
27 C 0.3569 3.7278 -2.1411  -0.1198
28 C -0.8481 4.4868 -2.2343  -0.0017
29 C -1.9218 4.1832 -1.4733  -0.0102
30 C -1.8695 3.1065 -0.5449  -0.1246
31 C -2.9682 2.7698 0.2434  0.0661
32 C -2.8724 1.7315 1.1583  -0.2073
33 C -1.6228 1.0843 1.2572  -0.1495
34 N -0.5920 1.3398 0.4882  0.0819
35 C -0.6900 2.3305 -0.4180  -0.1460
36 C -4.0228 1.3389 1.9368  -0.4724
37 C -5.3290 1.6946 1.7155  -0.1072
38 C -6.2296 1.1162 2.6289  -0.1654
39 C -5.6099 0.3262 3.5422  -0.3865
40 S -3.9093 0.2702 3.3109  1.0534
41 C 1.4547 4.0252 -2.9514  0.0724
42 H 6.7703 2.7422 -5.3385  0.0725
43 H 5.9266 5.2168 -5.4852  0.1053
44 H 3.6998 5.5494 -4.1942  0.1110
45 H 3.4286 1.5116 -1.9265  -0.0272
46 H -0.8865 5.2934 -2.9509  0.1234
47 H -2.8407 4.7440 -1.5490  0.1211
48 H -3.8803 3.3358 0.1392  0.1251
49 H -1.4807 0.3186 2.0130  0.0733
50 H -5.6452 2.3368 0.9135  0.1124
51 H -7.2920 1.2818 2.6089  0.1113
52 H -6.0476 -0.2225 4.3499  0.0685
53 H 1.3947 4.8500 -3.6448  0.1311
54 C -2.4173 -4.7873 1.1029  -0.1189
55 N -1.6866 -4.5043 -0.1984  -0.0693
56 C -2.6682 -3.8141 -1.1407  -0.1054
57 N -3.2156 -2.6598 -0.5428  -0.1480
58 C -3.8886 -2.9832 0.7020  -0.1492
59 N -2.9748 -3.6066 1.6450  -0.1541
60 C -1.9755 -2.6779 2.1359  -0.3155
61 P -0.8675 -1.9644 0.7911  1.0233
62 C -0.4977 -3.6552 0.0314  -0.2907
63 C -2.2639 -1.5810 -0.3953  -0.3158
64 H -1.7069 -5.2234 1.8109  0.1478
65 H -3.2125 -5.5079 0.8896  0.1477
66 H -1.3787 -5.3879 -0.6142  0.1896
67 H -3.4623 -4.5321 -1.3644  0.1481
68 H -2.1282 -3.5522 -2.0536  0.1527
69 H -4.7136 -3.6721 0.4954  0.1412
70 H -4.2968 -2.0740 1.1462  0.1288
71 H -1.3543 -3.1896 2.8775  0.0973
72 H -2.4956 -1.8611 2.6414  0.0216
73 H 0.1950 -4.1891 0.6900  0.0911
74 H 0.0023 -3.4606 -0.9246  0.0295
75 H -1.8264 -1.3382 -1.3679  0.0499
76 H -2.7956 -0.7005 -0.0331  0.0799
77 Se 5.4199 -3.5579 -0.8145  -0.0220
78 Sb 4.7807 -1.4552 -1.9888  0.1617
79 Se 1.0205 -1.1041 -2.0232  0.0402
80 Se 6.9067 -0.4916 -2.9553  -0.0764
81 Se 4.4702 0.1588 0.0039  0.1836

Calculated values
total charge = +1
calculated total energy = -12872.810555 Eh
HOMO level (spin up / spin down) = -8.94 / -8.88 eV
molar mass = 1279.6 u
strongest force on any atom = 2.939 eV/Å
energy relative to the best compared isomer or geometry (same formula, charge and spin) = 328.4 kJ/mol
multiplicity = 1